Density functional theory data (the ωB97M-V functional and the def2-TZVPD basis) for a 3-piece molecular cluster, C5H13NO3 overall.

Values from the calculation:
gap between HOMO and LUMO: 7.0 eV
ΔE to the lowest compared entry with this formula, charge and spin: 129.69 kcal/mol
HOMO level: -6.29 eV
lowest unoccupied orbital energy: 0.7 eV

Structure (XYZ):
```
22
Properties=species:S:1:pos:R:3:forces:R:3:mulliken_charge:R:1
C -1.449 -0.314 0.802 1.65 0.36 1.05 0.508
C 0.688 0.106 -0.791 2.96 1.28 -0.02 -0.215
C 0.540 0.427 0.570 -4.87 -1.51 0.52 -0.555
C 2.631 0.884 -0.154 -0.11 -0.47 -2.06 -0.636
C -2.554 -0.136 -0.206 0.06 0.18 -0.15 -1.436
N 0.707 -1.169 -1.267 -0.18 -0.59 0.34 -0.413
O -1.924 0.182 2.040 -0.10 0.00 -0.08 -0.568
O -1.133 -1.704 0.955 -0.17 -0.03 0.01 -0.541
O 2.806 2.107 -0.828 -0.02 -0.03 0.02 -0.505
H -1.179 0.206 2.654 -0.14 -0.03 -0.12 0.335
H -1.932 -2.171 1.266 0.23 0.19 -0.08 0.295
H 2.717 1.943 -1.776 0.07 0.06 0.27 0.338
H 0.424 0.866 -1.522 0.17 0.06 0.15 0.337
H 0.424 -1.880 -0.595 -0.01 0.22 -0.20 0.280
H 0.325 -1.327 -2.187 0.23 0.14 0.09 0.247
H 0.867 -0.290 1.314 0.29 0.17 0.01 0.473
H 0.422 1.472 0.821 0.19 -0.09 0.07 0.340
H 3.223 0.075 -0.589 0.02 -0.09 -0.07 0.343
H 2.945 1.017 0.880 -0.62 0.05 0.13 0.349
H -3.489 -0.612 0.140 0.26 0.09 0.09 0.395
H -2.294 -0.603 -1.158 0.08 0.10 0.05 0.318
H -2.767 0.923 -0.367 0.02 -0.04 -0.02 0.313
```
Positions in Å, forces in eV/Å.

---

Density functional theory data (the ωB97M-V functional and the def2-TZVPD basis) for C37H41Cl6N5O10Si4TeZr as an isolated structure.

Values from the calculation:
gap between HOMO and LUMO: 6.0 eV
ΔE to the lowest compared entry with this formula, charge and spin: 40.63 kcal/mol
HOMO level: -7.10 eV
lowest unoccupied orbital energy: -1.1 eV

Structure (XYZ):
```
105
Properties=species:S:1:pos:R:3:forces:R:3:mulliken_charge:R:1
Zr 0.807 1.434 -1.554 0.40 1.60 -0.64 0.145
Cl 0.617 7.083 3.257 0.01 -0.05 -0.04 -0.226
C 0.998 5.773 2.181 0.01 0.03 0.05 0.304
C -0.026 5.094 1.544 -0.07 0.00 0.01 -0.970
C 0.326 4.059 0.704 -0.13 -0.03 -0.09 1.220
Cl -0.888 3.109 -0.119 -0.26 0.59 0.32 -0.114
C 1.637 3.652 0.462 0.02 -0.19 -0.15 -1.504
O 1.887 2.623 -0.323 -0.06 0.52 0.40 1.213
C 2.632 4.365 1.135 0.15 0.02 0.10 0.683
Cl 4.282 3.886 0.952 -0.02 0.00 -0.04 -0.120
C 2.322 5.416 1.981 0.02 0.02 0.04 -0.743
H -1.061 5.362 1.703 0.02 0.00 -0.02 0.533
H 3.115 5.948 2.489 -0.01 -0.01 -0.01 0.508
O -0.365 4.402 -4.202 0.25 0.14 -0.01 -0.638
C -0.126 3.283 -3.833 -0.12 0.05 0.29 -0.558
O 0.736 2.973 -2.864 0.14 0.20 -0.80 -0.766
C -0.805 2.100 -4.460 0.03 0.00 0.02 0.822
C -1.091 2.123 -5.807 0.06 0.20 -0.01 -0.416
C -1.677 1.014 -6.380 -0.09 -0.09 -0.23 -0.914
C -1.922 -0.123 -5.648 0.00 -0.15 -0.09 -0.275
C -1.618 -0.145 -4.299 -0.18 -0.13 -0.08 0.126
C -1.142 1.002 -3.642 -0.23 0.39 0.19 0.321
O -1.079 1.170 -2.323 -0.17 -0.76 -0.88 -0.263
N -1.752 -1.467 -3.661 0.43 0.03 -0.19 0.802
O -0.976 -1.727 -2.755 -0.48 0.08 -0.24 -0.355
O -2.536 -2.252 -4.163 0.05 0.14 0.47 -0.658
N -2.022 1.028 -7.816 0.12 -0.06 0.24 1.059
O -1.694 2.002 -8.458 0.01 0.09 -0.02 -0.620
O -2.607 0.063 -8.259 -0.05 -0.06 -0.03 -0.624
H -0.873 3.001 -6.400 0.01 0.00 0.05 0.636
H -2.329 -1.003 -6.121 -0.01 0.00 0.00 0.697
O 3.156 3.056 5.474 -0.02 -0.03 -0.02 -0.530
C 3.786 2.086 4.771 -0.07 0.05 -0.04 0.385
O 4.873 1.717 5.109 0.03 -0.03 -0.01 -0.575
C 3.062 1.533 3.582 0.01 0.03 0.07 0.984
C 3.797 0.804 2.656 0.06 -0.04 -0.06 -1.366
C 3.199 0.274 1.528 0.13 -0.18 -0.16 0.169
C 1.835 0.439 1.302 -0.03 -0.37 -0.02 0.761
C 1.094 1.137 2.247 -0.12 0.14 -0.01 -1.454
C 1.702 1.695 3.358 -0.06 0.04 0.00 -0.486
N 1.238 -0.069 0.086 0.37 -0.39 0.20 0.274
C 1.910 -1.157 -0.573 0.25 -0.02 0.27 -1.717
C 2.109 -1.163 -1.922 -0.04 0.08 -0.02 0.824
C 2.757 -2.277 -2.578 -0.06 0.01 0.05 -1.299
C 2.960 -2.266 -3.906 0.00 0.06 -0.16 -0.483
C 2.521 -1.150 -4.702 0.08 -0.22 0.02 -1.040
C 1.913 -0.126 -4.079 -0.07 0.03 0.28 -0.450
N 1.691 -0.089 -2.719 -0.06 -0.75 0.04 1.735
H 2.334 3.312 5.040 0.04 0.03 -0.01 0.370
H 4.859 0.678 2.822 -0.02 -0.02 0.01 0.419
H 3.793 -0.253 0.794 0.01 0.02 0.02 0.653
H 0.030 1.270 2.115 0.00 0.01 -0.02 -0.247
H 1.067 2.232 4.056 0.00 -0.04 0.01 0.339
H 2.232 -1.983 0.046 -0.03 -0.04 -0.02 0.732
H 3.065 -3.115 -1.966 0.03 0.02 0.00 0.496
H 3.458 -3.100 -4.385 -0.03 0.00 0.00 0.423
H 2.658 -1.132 -5.773 0.03 0.00 0.02 0.492
H 1.561 0.733 -4.638 0.01 0.07 0.06 0.376
C -2.197 -2.715 5.099 -0.16 -0.22 0.01 -1.199
Si -1.208 -1.514 4.071 0.13 0.11 0.08 1.119
C -1.815 0.217 4.422 -0.08 0.22 -0.07 -1.114
C 0.593 -1.658 4.518 0.25 -0.11 0.04 -0.782
Si -1.463 -2.087 1.823 -0.64 0.28 -0.25 -0.156
Te -0.915 -0.365 0.155 0.12 -0.97 0.73 -0.548
Si -1.055 -4.284 1.144 0.11 0.02 -0.03 0.839
C 0.774 -4.627 1.204 0.26 -0.02 0.01 -0.898
C -1.715 -4.511 -0.576 -0.15 0.04 -0.22 -0.610
C -1.928 -5.408 2.353 -0.12 -0.05 0.18 -1.153
Si -3.674 -1.431 1.067 -0.54 -0.43 0.57 0.590
C -4.805 -2.597 2.009 -0.07 -0.18 0.02 -1.101
C -4.163 0.302 1.575 0.15 0.22 0.04 -0.976
C -4.067 -1.589 -0.755 0.34 -0.05 -0.23 -0.952
H -2.100 -2.465 6.159 0.00 0.00 -0.02 0.407
H -1.857 -3.744 4.962 -0.01 0.04 0.04 0.272
H -3.257 -2.681 4.839 0.03 -0.01 0.06 0.273
H -1.368 0.587 5.349 -0.02 -0.02 -0.01 0.378
H -2.901 0.234 4.541 0.04 0.01 0.04 0.452
H -1.560 0.912 3.619 -0.02 0.00 0.05 0.244
H 0.731 -1.481 5.589 0.01 0.00 -0.03 0.436
H 1.199 -0.934 3.972 0.02 -0.02 0.02 0.025
H 0.983 -2.655 4.292 -0.02 0.03 0.03 0.329
H 1.293 -4.118 0.387 -0.02 -0.01 0.02 0.076
H 0.959 -5.701 1.108 0.01 0.03 -0.01 0.460
H 1.216 -4.293 2.146 0.00 -0.03 -0.03 0.283
H -1.487 -3.645 -1.203 0.04 -0.05 -0.04 -0.142
H -2.801 -4.642 -0.568 0.05 -0.02 -0.01 0.322
H -1.272 -5.391 -1.051 -0.03 0.00 0.03 0.454
H -1.411 -5.432 3.316 -0.02 -0.02 -0.04 0.293
H -1.952 -6.428 1.959 0.01 0.02 0.02 0.402
H -2.958 -5.093 2.536 0.04 -0.06 -0.01 0.311
H -4.683 -2.480 3.089 -0.03 -0.01 -0.06 0.252
H -4.601 -3.643 1.761 -0.05 0.05 0.02 0.207
H -5.851 -2.390 1.761 0.05 -0.01 0.02 0.436
H -3.911 0.518 2.614 -0.06 -0.01 -0.03 0.164
H -5.245 0.412 1.453 0.03 -0.01 0.00 0.459
H -3.674 1.060 0.957 -0.04 0.01 0.02 0.211
H -3.677 -2.506 -1.202 -0.06 0.05 0.01 0.210
H -3.655 -0.750 -1.323 -0.05 -0.03 -0.01 0.193
H -5.154 -1.577 -0.877 0.02 0.02 0.02 0.505
Cl 3.315 4.227 -4.848 -0.07 -0.01 -0.10 -0.083
C 4.307 4.057 -3.402 -0.02 -0.36 0.07 0.717
Cl 4.023 5.403 -2.310 -0.05 0.08 0.10 -0.079
Cl 6.019 3.953 -3.836 0.08 0.03 -0.01 -0.110
C 3.939 2.794 -2.734 -0.02 0.37 -0.21 -0.326
N 3.602 1.824 -2.228 0.26 0.03 0.08 -0.179
```
Positions in Å, forces in eV/Å.

---

Density functional theory data (the ωB97M-V functional and the def2-TZVPD basis) for a 2-piece molecular cluster, CH6N3 overall.

Values from the calculation:
gap between HOMO and LUMO (alpha / beta): 9.3 / 9.3 eV
ΔE to the lowest compared entry with this formula, charge and spin: 147.12 kcal/mol
HOMO level (alpha / beta): -15.79 / -15.82 eV
lowest unoccupied orbital energy (alpha / beta): -6.5 / -6.5 eV
total charge: +1

Structure (XYZ):
```
10
Properties=species:S:1:pos:R:3:forces:R:3:mulliken_charge:R:1
C -0.952 -0.991 0.373 0.73 -1.13 -3.71 -0.608
N -0.909 1.206 -0.568 -1.59 -1.67 0.44 -0.492
N 1.625 0.385 -0.269 -2.45 -0.48 -1.56 -0.394
N -0.334 0.294 -0.082 2.94 1.33 -0.13 0.608
H -0.634 -1.157 1.347 0.00 -0.02 2.05 0.331
H -0.270 -1.727 -0.228 -1.58 0.99 0.81 0.321
H -2.062 -1.100 0.089 1.88 0.55 0.62 0.329
H -0.550 2.040 -1.014 1.23 0.27 0.09 0.324
H 1.883 1.289 0.077 -0.58 1.12 0.60 0.297
H 2.203 -0.240 0.275 -0.59 -0.96 0.80 0.284
```
Positions in Å, forces in eV/Å.